Entry 1:
This record from the Open Molecules 2025 dataset describes C59H62Ge2N5P2STi as an isolated structure in a non-equilibrium geometry. The level of theory is wB97M-V/def2-TZVPD.

```
! RIJCOSX wB97M-V def2-TZVPD def2/J DEFGRID3
* xyz -1 1
Ti 0.784 0.298 -0.799
N 3.775 1.408 -3.121
C 2.437 1.140 -2.991
S 1.831 -0.412 -3.372
N 1.730 2.152 -2.531
N 0.395 1.829 -2.314
C -0.444 2.666 -2.774
C -1.884 2.621 -2.488
C -2.692 3.663 -2.940
C -4.033 3.655 -2.603
C -4.516 2.616 -1.824
C -3.631 1.622 -1.424
N -2.348 1.615 -1.753
H 4.277 0.823 -3.765
H 4.033 2.381 -3.082
H -0.071 3.489 -3.380
H -2.262 4.470 -3.519
H -4.685 4.455 -2.929
H -5.555 2.570 -1.525
H -3.955 0.797 -0.798
C -1.843 6.729 -0.861
C -0.739 5.925 -1.117
C -0.575 4.725 -0.445
C -1.513 4.291 0.502
C -2.605 5.116 0.759
C -2.769 6.320 0.085
P -1.263 2.604 1.235
C -2.204 2.774 2.807
C -3.594 2.667 2.715
C -4.397 2.696 3.844
C -3.821 2.811 5.102
C -2.441 2.887 5.213
C -1.641 2.865 4.078
C 0.516 2.719 1.561
C 1.085 3.667 2.423
C 2.451 3.865 2.445
C 3.247 3.149 1.556
C 2.673 2.239 0.687
C 1.289 1.960 0.656
H -1.971 7.668 -1.385
H 0.006 6.234 -1.842
H 0.303 4.121 -0.646
H -3.342 4.827 1.497
H -3.627 6.943 0.309
H -4.052 2.542 1.740
H -5.471 2.609 3.743
H -4.443 2.820 5.989
H -1.978 2.950 6.191
H -0.568 2.886 4.193
H 0.453 4.278 3.056
H 2.890 4.588 3.122
H 4.319 3.318 1.533
H 3.324 1.723 -0.012
C -2.108 -0.610 3.583
C -0.733 -0.407 2.948
Ge -0.610 -0.979 1.025
C 0.082 -2.847 1.266
C -0.723 -3.696 2.248
C -2.454 -1.416 0.448
C -2.696 -1.651 -0.849
Ge -1.113 -1.295 -2.050
C -1.540 -0.619 -3.902
C -2.957 -0.587 -4.464
C -0.607 -3.178 -2.574
C -1.627 -3.874 -3.478
C -3.953 -2.356 -1.219
C -4.208 -3.620 -0.675
C -5.369 -4.317 -0.975
C -6.315 -3.766 -1.828
C -6.080 -2.512 -2.376
C -4.913 -1.822 -2.080
H -2.127 -0.300 4.633
H -2.412 -1.659 3.544
H -2.879 -0.037 3.063
H 0.013 -1.009 3.476
H -0.412 0.631 3.053
H 1.122 -2.787 1.595
H 0.090 -3.324 0.285
H -0.700 -3.273 3.255
H -0.336 -4.718 2.319
H -1.773 -3.763 1.948
H -3.234 -1.677 1.170
H -0.916 -1.257 -4.535
H -1.092 0.370 -3.989
H -3.454 -1.557 -4.400
H -2.952 -0.289 -5.519
H -3.584 0.137 -3.937
H -0.458 -3.777 -1.671
H 0.361 -3.125 -3.085
H -2.609 -3.931 -3.004
H -1.326 -4.899 -3.725
H -1.755 -3.341 -4.423
H -3.466 -4.056 -0.016
H -5.533 -5.297 -0.542
H -7.222 -4.308 -2.067
H -6.809 -2.067 -3.043
H -4.745 -0.852 -2.524
N 2.299 -0.622 -0.260
P 3.501 -1.451 0.231
C 5.129 -0.687 -0.055
C 5.697 -0.772 -1.324
C 6.894 -0.131 -1.601
C 7.528 0.614 -0.615
C 6.964 0.710 0.649
C 5.771 0.058 0.929
C 3.648 -3.089 -0.530
C 2.517 -3.582 -1.168
C 2.542 -4.838 -1.758
C 3.701 -5.599 -1.718
C 4.840 -5.104 -1.094
C 4.815 -3.850 -0.503
C 3.467 -1.714 2.033
C 3.996 -2.835 2.666
C 3.927 -2.952 4.046
C 3.336 -1.948 4.801
C 2.803 -0.830 4.173
C 2.862 -0.715 2.792
H 5.189 -1.338 -2.096
H 7.330 -0.206 -2.590
H 8.461 1.119 -0.833
H 7.452 1.294 1.420
H 5.336 0.138 1.918
H 1.631 -2.962 -1.211
H 1.654 -5.210 -2.255
H 3.723 -6.577 -2.183
H 5.750 -5.691 -1.075
H 5.711 -3.457 -0.033
H 4.440 -3.631 2.082
H 4.325 -3.834 4.533
H 3.278 -2.044 5.878
H 2.321 -0.054 4.754
H 2.410 0.134 2.288
*
```

Output
E_HOMO, hartree: -0.144
Strongest force on any atom, eV/Å: 1.01
HOMO-LUMO gap, eV: 6.125
Energy above the lowest of the compared OMol25 structures with the same formula, charge and spin, kcal per mole: 14.85

---

Entry 2:
This record from the Open Molecules 2025 dataset describes C4H7B3BrO6 as an isolated structure in a non-equilibrium geometry. The level of theory is wB97M-V/def2-TZVPD.

```
! RIJCOSX wB97M-V def2-TZVPD def2/J DEFGRID3
* xyz -1 1
O 4.109 -1.363 2.203
C 3.051 -0.936 1.849
Br 2.335 -1.509 0.137
C 2.249 0.032 2.664
B 0.676 -0.058 2.473
O 0.038 0.916 1.756
B -0.576 0.327 0.636
O -1.082 -0.955 0.819
B -1.085 -1.414 2.098
O -0.097 -1.067 3.007
H 2.543 -0.102 3.693
H 2.561 1.020 2.362
H -0.625 0.947 -0.368
H -1.941 -2.149 2.475
C -1.463 0.535 -4.158
C -2.098 1.401 -3.042
O -1.308 1.864 -2.184
O -3.335 1.544 -3.116
H -0.382 0.452 -4.031
H -1.898 -0.467 -4.140
H -1.670 0.980 -5.133
*
```

Output
E_HOMO, hartree: -0.148
Strongest force on any atom, eV/Å: 1.58
HOMO-LUMO gap, eV: 6.399

---

Entry 3:
This record from the Open Molecules 2025 dataset describes one molecule with the formula C4H8O2. The level of theory is wB97M-V/def2-TZVPD.

```
! RIJCOSX wB97M-V def2-TZVPD def2/J DEFGRID3
* xyz 0 1
C 2.070 0.729 -0.590
C 0.668 -0.950 0.015
O 0.901 0.354 0.139
C -0.799 -1.099 -0.205
C -1.790 0.029 0.093
O -1.512 1.243 -0.575
H 2.954 0.203 -0.229
H 1.880 0.454 -1.630
H 2.146 1.811 -0.508
H -0.716 -1.200 -1.309
H -1.145 -2.078 0.137
H -1.854 0.181 1.180
H -2.777 -0.283 -0.260
H -0.693 1.575 -0.185
*
```

Output
E_HOMO, hartree: -0.310
Strongest force on any atom, eV/Å: 0.55
HOMO-LUMO gap, eV: 9.160
Energy above the lowest of the compared OMol25 structures with the same formula, charge and spin, kcal per mole: 97.58

---

Entry 4:
This record from the Open Molecules 2025 dataset describes C17H20BrIN2OsS2Te as an isolated structure. The level of theory is wB97M-V/def2-TZVPD.

```
! RIJCOSX wB97M-V def2-TZVPD def2/J DEFGRID3
* xyz 2 1
Os -0.899 -0.053 -0.117
C 4.104 0.933 0.961
C 3.540 1.046 -0.476
C 3.850 2.436 -1.041
C 4.142 -0.056 -1.361
C 2.109 0.839 -0.348
C 0.902 0.624 -0.247
H 5.181 1.092 0.909
H 3.922 -0.054 1.382
H 3.675 1.688 1.616
H 4.931 2.557 -1.098
H 3.453 3.218 -0.396
H 3.441 2.556 -2.044
H 5.220 0.090 -1.426
H 3.733 -0.018 -2.370
H 3.956 -1.043 -0.940
Te -1.835 2.105 0.628
C -0.539 3.671 0.499
C -0.595 4.782 1.331
C 0.266 5.801 0.921
C 0.938 5.477 -0.238
S 0.563 3.927 -0.809
H -1.237 4.848 2.196
H 0.381 6.742 1.434
H 1.632 6.097 -0.782
Br 0.660 -5.411 -1.496
C -0.662 -5.138 -0.182
C -1.508 -6.192 0.150
C -2.476 -6.025 1.124
C -2.614 -4.812 1.783
C -1.778 -3.754 1.465
C -0.813 -3.924 0.484
I 0.497 -2.330 0.068
H -1.394 -7.140 -0.355
H -3.122 -6.854 1.375
H -3.359 -4.692 2.557
H -1.857 -2.813 1.996
N -4.868 0.242 0.217
C -4.214 -0.202 -0.843
N -4.618 0.051 -2.068
S -2.816 -1.234 -0.614
H -5.743 0.742 0.139
H -4.600 -0.085 1.133
H -5.462 0.569 -2.271
H -4.088 -0.303 -2.849
*
```

Output
E_HOMO (alpha / beta), hartree: -0.519 / -0.519
Strongest force on any atom, eV/Å: 0.47
HOMO-LUMO gap (alpha / beta), eV: 5.463 / 5.473
Energy above the lowest of the compared OMol25 structures with the same formula, charge and spin, kcal per mole: 0.00

---

Entry 5:
This record from the Open Molecules 2025 dataset describes a 2-piece molecular cluster, C3H11NOS2 overall in a non-equilibrium geometry. The level of theory is wB97M-V/def2-TZVPD.

```
! RIJCOSX wB97M-V def2-TZVPD def2/J DEFGRID3
* xyz -1 2
S 1.588 -0.633 3.058
S -0.371 -0.767 1.976
C -0.040 0.603 0.813
C -1.219 1.078 -0.081
C -2.572 0.466 0.242
N -3.653 1.276 -0.361
H 2.178 -1.502 2.236
H 0.786 0.357 0.142
H 0.297 1.423 1.441
H -0.934 0.790 -1.097
H -1.475 2.141 -0.069
H -2.702 0.398 1.304
H -2.662 -0.577 -0.006
H -4.502 0.766 -0.171
H -3.608 1.207 -1.371
H 5.619 -2.630 -2.962
H 6.772 -2.152 -2.086
O 6.498 -2.242 -3.007
*
```

Output
E_HOMO (alpha / beta), hartree: -0.011 / -0.135
Strongest force on any atom, eV/Å: 2.68
HOMO-LUMO gap (alpha / beta), eV: 3.135 / 6.483
Expectation value of S²: 0.75
Energy above the lowest of the compared OMol25 structures with the same formula, charge and spin, kcal per mole: 17.73

---

Entry 6:
This record from the Open Molecules 2025 dataset describes a 3-piece molecular cluster, CH10N2O2 overall in a non-equilibrium geometry. The level of theory is wB97M-V/def2-TZVPD.

```
! RIJCOSX wB97M-V def2-TZVPD def2/J DEFGRID3
* xyz 0 1
N 0.536 2.422 -0.468
C 0.180 0.901 -0.043
N -1.268 0.603 -0.026
H -0.084 2.942 0.179
H 0.075 2.533 -1.366
H 0.619 0.330 -0.847
H 0.598 0.740 0.974
H -1.629 1.149 0.760
H -1.512 -0.347 0.422
H 2.995 -2.396 2.211
H 1.879 -2.428 3.285
O 2.050 -2.568 2.322
H -1.519 -1.288 -3.238
H -1.270 -0.931 -1.793
O -1.648 -1.661 -2.372
*
```

Output
E_HOMO, hartree: -0.374
Strongest force on any atom, eV/Å: 3.77
SMILES: NCN.O.O
HOMO-LUMO gap, eV: 10.893
Energy above the lowest of the compared OMol25 structures with the same formula, charge and spin, kcal per mole: 23.79

---

Entry 7:
This record from the Open Molecules 2025 dataset describes a 7-piece molecular cluster, C48H105N5O7 overall in a non-equilibrium geometry. The level of theory is wB97M-V/def2-TZVPD.

```
! RIJCOSX wB97M-V def2-TZVPD def2/J DEFGRID3
* xyz 0 1
O 9.332 13.465 1.176
H 9.012 12.793 1.791
H 8.936 14.288 1.482
C 3.132 6.431 -0.184
C 3.768 6.864 -1.503
C 3.326 5.894 -2.618
C 1.909 6.152 -3.090
C 1.850 7.577 -3.580
C 2.288 8.652 -2.555
N 3.551 8.249 -1.911
O 3.994 9.136 -0.910
C 2.575 9.934 -3.361
C 1.185 8.935 -1.529
C 5.291 6.597 -1.398
H 2.043 6.553 -0.235
H 3.355 7.102 0.647
H 3.260 5.372 0.026
H 3.947 6.036 -3.511
H 3.489 4.860 -2.309
H 1.200 5.978 -2.274
H 1.597 5.490 -3.902
H 0.838 7.827 -3.923
H 2.384 7.749 -4.522
H 1.672 10.215 -3.904
H 3.018 10.742 -2.781
H 3.331 9.724 -4.123
H 0.193 8.921 -1.978
H 1.273 8.288 -0.658
H 1.305 9.907 -1.038
H 5.487 5.567 -1.105
H 5.794 7.299 -0.732
H 5.705 6.721 -2.403
H 4.818 9.455 -1.302
C 9.585 1.267 -6.111
C 9.620 2.688 -5.495
C 9.282 3.615 -6.701
C 8.639 4.954 -6.325
C 7.598 4.839 -5.218
C 7.970 3.991 -4.015
N 8.602 2.760 -4.466
O 8.926 1.929 -3.372
C 8.960 4.814 -3.115
C 6.713 3.786 -3.230
C 11.092 2.873 -5.049
H 10.074 1.289 -7.087
H 8.555 0.968 -6.315
H 10.088 0.546 -5.467
H 10.219 3.674 -7.254
H 8.581 3.083 -7.349
H 8.308 5.390 -7.271
H 9.392 5.675 -5.978
H 6.772 4.320 -5.726
H 7.288 5.837 -4.911
H 8.717 5.829 -2.801
H 9.204 4.216 -2.234
H 9.907 4.888 -3.655
H 6.240 4.705 -2.898
H 5.997 3.237 -3.854
H 6.815 3.204 -2.308
H 11.689 2.882 -5.956
H 11.376 2.082 -4.356
H 11.222 3.787 -4.467
H 8.321 1.180 -3.426
C 11.054 12.173 -2.035
C 9.948 11.309 -2.676
C 10.606 9.955 -3.005
C 9.597 8.805 -3.148
C 8.762 8.704 -1.859
C 7.971 10.015 -1.625
N 8.929 11.098 -1.646
O 8.403 12.311 -1.170
C 6.805 10.034 -2.637
C 7.373 9.971 -0.208
C 9.339 11.986 -3.905
H 10.693 13.208 -2.047
H 11.986 12.190 -2.600
H 11.214 11.969 -0.977
H 11.241 10.075 -3.883
H 11.239 9.649 -2.167
H 10.062 7.825 -3.265
H 8.947 8.998 -4.003
H 9.394 8.611 -0.973
H 8.096 7.850 -1.977
H 7.102 9.933 -3.678
H 6.102 9.258 -2.340
H 6.270 10.987 -2.545
H 7.208 8.942 0.131
H 8.047 10.321 0.574
H 6.429 10.516 -0.203
H 9.298 13.059 -3.707
H 8.305 11.717 -4.118
H 9.931 11.738 -4.789
H 9.007 12.588 -0.457
C 4.873 10.629 -8.836
C 3.766 10.064 -7.940
C 2.549 9.610 -8.793
C 2.848 8.333 -9.547
C 3.226 7.183 -8.612
C 4.452 7.582 -7.752
N 4.164 8.878 -7.123
O 5.207 9.240 -6.239
C 4.527 6.498 -6.681
C 5.736 7.560 -8.591
C 3.261 11.104 -6.952
H 5.052 10.014 -9.712
H 5.819 10.720 -8.297
H 4.611 11.637 -9.166
H 1.636 9.496 -8.205
H 2.325 10.448 -9.462
H 3.710 8.442 -10.210
H 1.948 8.109 -10.127
H 3.464 6.324 -9.236
H 2.375 7.014 -7.949
H 3.632 6.353 -6.075
H 4.841 5.558 -7.137
H 5.297 6.683 -5.921
H 5.746 8.111 -9.521
H 6.573 7.819 -7.935
H 5.986 6.514 -8.807
H 2.219 10.977 -6.646
H 3.363 12.119 -7.343
H 3.750 11.122 -5.977
H 4.900 8.979 -5.361
C 14.583 16.523 2.008
C 13.869 15.337 1.372
C 13.887 15.697 -0.132
C 13.651 14.459 -1.039
C 14.833 13.521 -0.759
C 14.842 13.050 0.686
N 14.753 14.166 1.626
O 14.613 13.734 2.962
C 13.704 11.999 0.877
C 16.213 12.361 0.893
C 12.449 15.224 1.928
H 14.045 17.457 1.824
H 15.605 16.613 1.633
H 14.755 16.517 3.093
H 12.957 16.220 -0.382
H 14.760 16.267 -0.430
H 13.587 14.806 -2.071
H 12.741 13.899 -0.819
H 15.721 14.070 -1.082
H 14.744 12.617 -1.367
H 14.128 11.242 1.536
H 12.818 12.398 1.372
H 13.353 11.588 -0.067
H 16.570 12.396 1.930
H 16.201 11.292 0.686
H 16.982 12.944 0.386
H 12.505 15.202 3.016
H 11.967 14.305 1.593
H 11.817 16.060 1.628
H 15.241 14.284 3.444
C 8.530 12.183 -8.388
C 7.828 12.997 -7.294
C 8.734 14.202 -7.025
O 6.613 13.514 -7.837
H 9.617 12.220 -8.319
H 8.177 12.467 -9.374
H 8.295 11.128 -8.197
H 7.670 12.532 -6.321
H 9.166 14.607 -7.939
H 9.504 13.939 -6.294
H 8.273 15.047 -6.503
H 5.977 12.837 -8.083
*
```

Output
E_HOMO, hartree: -0.288
Strongest force on any atom, eV/Å: 2.91
SMILES: CC1(C)CCCC(C)(C)N1O.CC1(C)CCCC(C)(C)N1O.CC1(C)CCCC(C)(C)N1O.CC1(C)CCCC(C)(C)N1O.CC1(C)CCCC(C)(C)N1O.CC(C)O.O
HOMO-LUMO gap, eV: 8.219
Energy above the lowest of the compared OMol25 structures with the same formula, charge and spin, kcal per mole: 25.55

---

Entry 8:
This record from the Open Molecules 2025 dataset describes one molecule with the formula N2O3S in a non-equilibrium geometry. The level of theory is wB97M-V/def2-TZVPD.

```
! RIJCOSX wB97M-V def2-TZVPD def2/J DEFGRID3
* xyz 0 1
N -0.037 0.356 -1.094
N -0.597 -0.221 1.238
O -0.358 1.461 -0.893
O -0.809 0.935 1.411
O 0.928 -2.056 -0.888
S 0.873 -0.475 0.226
*
```

Output
E_HOMO, hartree: -0.365
Strongest force on any atom, eV/Å: 6.45
SMILES: O=NS(=O)#[N+][O-]
HOMO-LUMO gap, eV: 7.342
Energy above the lowest of the compared OMol25 structures with the same formula, charge and spin, kcal per mole: 196.70

---

Entry 9:
This record from the Open Molecules 2025 dataset describes a 2-piece molecular cluster, C17H30O8S2 overall in a non-equilibrium geometry. The level of theory is wB97M-V/def2-TZVPD.

```
! RIJCOSX wB97M-V def2-TZVPD def2/J DEFGRID3
* xyz 0 1
C -3.801 -1.301 -3.563
C -2.272 -1.581 -3.625
O -1.915 -2.570 -4.607
C -0.639 -2.405 -5.117
O -0.542 -1.960 -6.214
C 0.645 -2.811 -4.370
C 0.900 -1.791 -3.183
C 2.320 -1.952 -2.590
C 2.754 -1.013 -1.425
C 3.518 -1.907 -0.367
C 2.540 -2.943 0.325
S 1.030 -2.147 0.920
O 0.036 -3.158 1.173
O 1.312 -1.477 2.170
O 0.530 -1.119 -0.232
C 1.655 -0.253 -0.624
C 1.086 0.905 -1.435
C 1.195 2.298 -0.634
C 0.473 2.277 0.842
O 2.035 2.281 0.505
H -4.002 -0.331 -4.051
H -4.423 -2.135 -3.928
H -4.055 -1.163 -2.489
H -1.990 -2.002 -2.629
H -1.709 -0.628 -3.710
H 1.522 -2.937 -5.021
H 0.418 -3.774 -3.854
H 0.833 -0.784 -3.655
H 0.067 -1.951 -2.481
H 3.034 -1.794 -3.432
H 2.451 -3.027 -2.329
H 3.528 -0.303 -1.785
H 4.310 -2.490 -0.871
H 3.902 -1.278 0.465
H 2.301 -3.758 -0.390
H 3.030 -3.448 1.180
H 2.128 0.002 0.349
H 1.523 1.109 -2.428
H -0.017 0.839 -1.558
H 1.097 3.240 -1.231
H 0.791 1.775 1.777
H -0.059 1.323 0.479
C -1.174 3.214 6.018
C -2.673 2.915 5.894
C -3.114 3.353 4.493
S -1.665 3.208 3.444
O -1.285 4.525 3.004
O -1.854 2.114 2.524
C -0.539 2.694 4.733
H -0.739 2.742 6.899
H -1.019 4.293 6.102
H -2.840 1.842 6.014
H -3.251 3.424 6.665
H -3.905 2.717 4.101
H -3.434 4.394 4.481
H 0.451 3.105 4.544
H -0.501 1.603 4.726
*
```

Output
E_HOMO, hartree: -0.310
Strongest force on any atom, eV/Å: 3.81
SMILES: CCOC(=O)CCC[C@@H]1CCS(=O)(=O)O[C@@H]1C[C@H]1CO1.O=S1(=O)CCCC1
HOMO-LUMO gap, eV: 8.861

---

Entry 10:
This record from the Open Molecules 2025 dataset describes one molecule with the formula C7H10 in a non-equilibrium geometry. The level of theory is wB97M-V/def2-TZVPD.

```
! RIJCOSX wB97M-V def2-TZVPD def2/J DEFGRID3
* xyz 0 1
C 0.321 1.984 0.086
C 0.530 0.712 -0.693
C 0.962 -0.653 -0.119
C 1.167 -0.857 1.376
C -0.406 -0.390 -0.587
C -1.606 -0.992 -0.750
C -2.969 -0.670 -0.637
H 1.268 2.487 0.294
H -0.316 2.658 -0.495
H -0.192 1.776 1.028
H 0.932 0.849 -1.701
H 1.647 -1.223 -0.746
H 1.041 -1.909 1.651
H 2.175 -0.547 1.678
H 0.449 -0.279 1.968
H -1.312 -2.015 -1.011
H -3.547 -1.371 -1.274
*
```

Output
E_HOMO (alpha / beta), hartree: -0.311 / -0.289
Strongest force on any atom, eV/Å: 1.12
HOMO-LUMO gap (alpha / beta), eV: 7.781 / 7.215
Energy above the lowest of the compared OMol25 structures with the same formula, charge and spin, kcal per mole: 135.19